[1]
{"formula": "C2H2Cl2", "method": "ωB97M-V/def2-TZVPD", "e_homo_ev": [-8.74, -8.98], "lumo_energy_ev": [-1.3942, -1.3222], "total_charge": 0, "fmax_ev_per_a": 2.36, "relative_energy_kj_mol": 630.07, "energy_ha": -997.5258, "species": ["Cl", "Cl", "C", "C", "H", "H"], "positions_angstrom": [[-1.801, 1.242, -0.156], [-2.047, -1.457, 0.170], [-1.029, -0.120, 0.326], [1.255, -0.114, -0.423], [1.977, -0.491, 0.370], [1.645, 0.940, -0.288]], "nbo_charge": [0.126, 0.090, -0.129, -0.290, 0.105, 0.097]}


[2]
{"formula": "C2H2Cl2", "method": "ωB97M-V/def2-TZVPD", "e_homo_ev": -9.56, "lumo_energy_ev": 0.9020, "total_charge": 0, "smiles": "Cl/C=C/Cl", "fmax_ev_per_a": 4.06, "relative_energy_kj_mol": 35.23, "energy_ha": -997.7523, "species": ["Cl", "Cl", "C", "C", "H", "H"], "positions_angstrom": [[1.289, 0.317, 1.664], [-1.357, -0.040, -1.637], [-0.620, -0.015, -0.098], [0.681, -0.136, 0.094], [1.409, -0.189, -0.597], [-1.401, 0.062, 0.574]], "nbo_charge": [-0.014, 0.009, -0.218, -0.212, 0.214, 0.221]}


[3]
{"formula": "C2H2Cl2F2", "method": "ωB97M-V/def2-TZVPD", "e_homo_ev": -11.31, "lumo_energy_ev": 0.7821, "total_charge": 0, "smiles": "FC(F)C(Cl)Cl", "fmax_ev_per_a": 2.19, "relative_energy_kj_mol": 18.09, "energy_ha": -1197.5149, "species": ["Cl", "Cl", "F", "F", "C", "C", "H", "H"], "positions_angstrom": [[-0.638, -1.235, -1.510], [-0.189, -1.501, 1.471], [0.195, 1.584, -0.816], [1.641, -0.025, -0.370], [-0.577, -0.477, 0.012], [0.529, 0.615, 0.037], [0.611, 1.154, 0.957], [-1.572, -0.114, 0.220]], "nbo_charge": [0.062, -0.046, -0.332, -0.324, -0.288, 0.543, 0.152, 0.234]}


[4]
{"formula": "C2H2Cl2N", "method": "ωB97M-V/def2-TZVPD", "e_homo_ev": [-13.85, -16.46], "lumo_energy_ev": [-4.5730, -10.5267], "total_charge": 1, "spin_multiplicity": 3, "fmax_ev_per_a": 2.50, "energy_ha": -1052.0437, "species": ["Cl", "Cl", "N", "C", "C", "H", "H"], "positions_angstrom": [[3.665, 0.449, 0.502], [-2.958, 0.379, 0.834], [-0.573, -0.497, -0.013], [-1.880, -0.365, -0.181], [0.584, -0.612, 0.193], [3.464, 1.447, -0.331], [-2.302, -0.800, -1.003]], "nbo_charge": [0.040, 0.222, -0.460, 0.004, 0.652, 0.306, 0.236]}


[5]
{"formula": "C2H2Cl2N2", "method": "ωB97M-V/def2-TZVPD", "e_homo_ev": [-9.09, -9.28], "lumo_energy_ev": [-1.3553, -1.3398], "total_charge": 0, "fmax_ev_per_a": 5.73, "relative_energy_kj_mol": 435.56, "energy_ha": -1107.0722, "species": ["Cl", "Cl", "N", "N", "C", "C", "H", "H"], "positions_angstrom": [[-1.885, -1.335, 0.749], [-1.102, 1.283, 1.430], [-1.620, 0.290, 0.269], [1.009, 1.088, 1.025], [0.894, -0.329, -1.006], [1.091, 0.515, 0.037], [0.890, -0.121, -1.996], [0.723, -1.390, -0.509]], "nbo_charge": [0.111, 0.455, -0.506, -0.372, -0.379, 0.220, 0.223, 0.247]}


[6]
{"formula": "C2H2Cl2O2", "method": "ωB97M-V/def2-TZVPD", "e_homo_ev": -9.84, "lumo_energy_ev": -1.8492, "total_charge": 0, "fmax_ev_per_a": 4.05, "relative_energy_kj_mol": 393.92, "energy_ha": -1148.1563, "species": ["Cl", "Cl", "O", "O", "C", "C", "H", "H"], "positions_angstrom": [[1.774, 0.581, 2.281], [-0.642, 2.182, 2.211], [0.505, 1.244, 0.034], [-0.490, -1.285, -0.148], [0.312, 0.940, 1.299], [-0.182, -0.572, -0.983], [-0.282, 0.135, 1.547], [0.410, -0.075, -1.839]], "nbo_charge": [-0.111, -0.121, -0.724, -0.326, 0.126, 0.682, 0.148, 0.326]}


[7]
{"formula": "C2H2Cl2O2", "method": "ωB97M-V/def2-TZVPD", "e_homo_ev": [-8.50, -8.51], "lumo_energy_ev": [-1.3637, -1.3629], "total_charge": 0, "fmax_ev_per_a": 3.94, "relative_energy_kj_mol": 913.30, "energy_ha": -1147.9584, "species": ["Cl", "Cl", "O", "O", "C", "C", "H", "H"], "positions_angstrom": [[-2.550, -0.976, -0.294], [-0.301, -1.724, 1.268], [0.249, 0.877, -0.461], [0.998, 1.594, 0.931], [-0.932, -1.507, -0.318], [0.716, 0.097, -1.234], [0.265, 2.128, 1.435], [1.555, -0.491, -1.327]], "nbo_charge": [0.076, 0.065, -0.246, -0.745, -0.141, 0.368, 0.441, 0.182]}


[8]
{"formula": "C2H2Cl2O2", "method": "ωB97M-V/def2-TZVPD", "e_homo_ev": -11.00, "lumo_energy_ev": -0.2188, "total_charge": 0, "smiles": "O=CC(O)(Cl)Cl", "fmax_ev_per_a": 2.33, "relative_energy_kj_mol": 163.72, "energy_ha": -1148.2439, "species": ["Cl", "Cl", "O", "O", "C", "C", "H", "H"], "positions_angstrom": [[1.438, 0.782, 1.320], [-0.103, 1.961, -0.834], [-1.150, 0.295, 0.951], [-0.427, -1.627, -0.961], [0.363, -0.726, -0.744], [-0.018, 0.448, 0.184], [-1.453, -0.617, 1.264], [1.350, -0.515, -1.180]], "nbo_charge": [-0.090, -0.003, -0.703, -0.475, 0.379, 0.212, 0.526, 0.154]}